# 1
{"formula": "C3H12N2O2", "method": "ωB97M-V/def2-TZVPD", "de_lowest_kj_mol": 719.6, "total_energy_ev": -10374.0911, "spin_multiplicity": 1, "charge": 0, "species": ["C", "C", "C", "N", "N", "H", "H", "H", "H", "H", "H", "H", "H", "H", "H", "O", "H", "H", "O"], "coordinates": [[2.143, -1.586, 0.308], [0.874, -0.842, 0.304], [0.874, 0.604, 0.120], [-0.225, 1.241, 0.262], [-0.268, -1.476, 0.605], [1.995, -2.521, -0.222], [2.475, -1.713, 1.344], [2.828, -0.830, -0.179], [1.824, 1.025, -0.316], [-1.072, 0.720, -0.160], [-0.246, 2.241, 0.084], [-1.123, -1.044, 0.171], [-0.296, -1.694, 1.595], [4.094, 1.239, -0.664], [-6.065, 2.131, 0.144], [3.330, 0.640, -0.691], [-6.083, 2.087, -0.595], [-2.646, -0.089, -1.519], [-2.411, -0.134, -0.592]]}

# 2
{"formula": "C5H8O", "method": "ωB97M-V/def2-TZVPD", "de_lowest_kj_mol": 191.3, "total_energy_ev": -7360.2725, "spin_multiplicity": 1, "charge": 0, "smiles": "O[C@H]1C[C@H]2C[C@H]21", "species": ["O", "C", "C", "C", "C", "C", "H", "H", "H", "H", "H", "H", "H", "H"], "coordinates": [[-0.940, 1.868, -0.055], [-0.811, 0.610, 0.554], [-1.111, -0.640, -0.323], [0.323, -1.093, -0.059], [1.294, -0.106, -0.613], [0.629, 0.162, 0.720], [-0.024, 2.067, -0.266], [-1.374, 0.583, 1.498], [-1.360, -0.428, -1.370], [-1.873, -1.301, 0.095], [0.610, -2.073, 0.288], [1.076, 0.466, -1.519], [2.335, -0.416, -0.553], [1.236, 0.273, 1.610]]}

# 3
{"formula": "C32H45N6NaO5SSi", "method": "ωB97M-V/def2-TZVPD", "total_energy_ev": -76228.1592, "spin_multiplicity": 1, "charge": 0, "species": ["Na", "C", "C", "N", "C", "C", "N", "C", "C", "C", "C", "C", "N", "C", "C", "N", "C", "C", "N", "C", "C", "C", "N", "C", "C", "H", "H", "H", "H", "H", "H", "H", "H", "H", "H", "H", "H", "C", "C", "C", "C", "O", "Si", "O", "O", "C", "C", "C", "C", "O", "C", "C", "C", "C", "H", "H", "H", "H", "H", "H", "H", "H", "H", "H", "H", "H", "H", "H", "H", "H", "H", "H", "H", "H", "H", "H", "H", "H", "H", "H", "H", "C", "S", "C", "O", "H", "H", "H", "H", "H", "H"], "coordinates": [[-1.079, -0.040, 0.181], [3.806, -1.233, -1.299], [2.632, -0.658, -0.821], [1.637, -0.340, -1.639], [1.790, -0.639, -2.929], [2.944, -1.264, -3.385], [3.964, -1.544, -2.579], [0.656, -0.345, -3.853], [0.855, -0.252, -5.228], [-0.232, -0.109, -6.079], [-1.488, -0.042, -5.488], [-1.590, -0.067, -4.104], [-0.545, -0.223, -3.301], [-2.908, 0.073, -3.425], [-3.979, 0.736, -4.019], [-5.158, 0.861, -3.418], [-5.265, 0.332, -2.205], [-4.188, -0.292, -1.589], [-3.014, -0.423, -2.196], [-0.060, -0.032, -7.560], [-1.096, 0.366, -8.399], [-0.887, 0.424, -9.767], [0.270, 0.123, -10.354], [1.264, -0.255, -9.550], [1.148, -0.350, -8.173], [4.635, -1.456, -0.638], [2.471, -0.478, 0.237], [3.053, -1.577, -4.417], [1.862, -0.278, -5.617], [-2.385, 0.003, -6.087], [-3.887, 1.197, -4.996], [-6.229, 0.420, -1.712], [-4.266, -0.700, -0.589], [-2.063, 0.651, -8.010], [-1.692, 0.732, -10.427], [2.204, -0.499, -10.035], [2.002, -0.686, -7.603], [-1.131, -0.651, 5.626], [-0.689, -1.615, 4.523], [-1.810, -1.801, 3.494], [-0.346, -2.971, 5.129], [0.517, -1.097, 3.960], [0.846, -0.298, 2.545], [0.263, -0.931, 1.236], [0.269, 1.282, 2.751], [0.911, 2.529, 2.407], [1.563, 2.481, 1.019], [-0.172, 3.605, 2.392], [1.946, 2.889, 3.472], [2.501, -0.128, 2.551], [3.549, -0.963, 3.071], [4.833, -0.450, 2.429], [3.659, -0.811, 4.589], [3.323, -2.427, 2.689], [-2.117, -0.916, 6.019], [-1.161, 0.368, 5.228], [-0.410, -0.667, 6.446], [-2.690, -2.228, 3.984], [-1.475, -2.463, 2.693], [-2.076, -0.844, 3.031], [-1.215, -3.387, 5.647], [0.475, -2.871, 5.841], [-0.041, -3.665, 4.342], [0.830, 2.189, 0.263], [2.380, 1.757, 1.006], [1.960, 3.463, 0.754], [-0.956, 3.343, 1.677], [0.259, 4.563, 2.090], [-0.612, 3.727, 3.385], [2.733, 2.133, 3.496], [1.467, 2.928, 4.454], [2.391, 3.865, 3.257], [5.016, 0.585, 2.732], [4.748, -0.475, 1.341], [5.688, -1.060, 2.732], [3.812, 0.242, 4.844], [4.505, -1.391, 4.966], [2.742, -1.153, 5.070], [3.284, -2.535, 1.602], [2.372, -2.780, 3.097], [4.129, -3.051, 3.082], [-3.315, 1.314, 3.441], [-3.764, 1.645, 1.727], [-5.229, 0.606, 1.707], [-2.771, 0.964, 0.824], [-3.562, 2.201, 4.028], [-2.237, 1.145, 3.450], [-3.843, 0.442, 3.825], [-5.886, 0.920, 2.520], [-4.906, -0.428, 1.841], [-5.737, 0.736, 0.752]]}

Number 1: HOMO energy -8.75 eV, orbital gap 5.5660 eV. Number 2: HOMO energy -9.77 eV, orbital gap 10.8555 eV. Number 3: HOMO energy -8.56 eV, orbital gap 7.9893 eV.